This record from OMol25 describes an isolated molecule of C4H8OS2. The level of theory is ωB97M-V/def2-TZVPD.

The total energy is -1028.78387 Eh. For the HOMO energy, the calculation gives -8.747 eV. The structure (SMILES) is CSSCC(C)=O. The gap between HOMO and LUMO is 9.369 eV.

Structure (XYZ):
```
15
Properties=species:S:1:pos:R:3:forces:R:3:mulliken_charge:R:1
H -0.8774 -1.9023 0.6355 2.5 -2.6 0.8 0.34
H -2.4221 -1.5598 0.3628 -1.2 0.6 0.3 0.38
O 2.8703 0.9701 1.8005 -1.1 1.1 -1.5 -0.53
C -1.4590 -1.1047 0.4386 -0.2 2.6 -2.6 -0.85
H 1.2729 3.2010 0.8277 -0.5 0.7 0.1 0.34
C 1.9805 0.4755 -0.4128 -0.7 -0.6 1.8 -1.01
C 2.0601 1.3012 0.9363 0.8 -2.9 1.0 0.64
S -1.1805 0.1543 1.7194 -0.4 -0.3 0.3 -0.06
H 2.7340 0.4811 -1.1399 1.6 1.2 -0.7 0.40
H 1.9783 -0.6355 -0.2782 -0.4 0.9 0.9 0.27
H 0.8796 2.3644 2.4444 0.6 0.2 -1.5 0.29
H 1.0737 0.7334 -0.8867 -1.1 0.2 -0.7 0.26
S -0.7429 1.9124 0.7851 -0.5 0.3 -0.7 -0.08
C 0.9309 2.2934 1.3110 1.0 -1.1 1.1 -0.60
H -1.1606 -0.7470 -0.6061 -0.4 -0.2 1.5 0.22
```
Forces are in eV/Å.

=====

This record from OMol25 describes C13H33ClILaN2OP2S as an isolated structure. The level of theory is ωB97M-V/def2-TZVPD.

The total energy is -2569.76775 Eh. Its total charge is +2. For the HOMO energy, the calculation gives -13.752 eV. The gap between HOMO and LUMO is 5.261 eV.

Structure (XYZ):
```
55
Properties=species:S:1:pos:R:3:forces:R:3:mulliken_charge:R:1
C -1.1285 -4.0940 -2.9328 -0.1 -0.8 -0.6 -0.93
H -5.0215 -1.6265 -1.2844 0.4 -0.1 0.1 0.39
C -1.2563 2.7719 2.6344 0.3 0.0 -0.6 -0.66
H 1.3478 3.7724 3.2253 0.5 -0.3 -0.5 0.30
H -4.2577 -2.7969 -0.1850 0.0 0.2 -0.1 0.40
I -1.5258 0.2944 -4.2969 0.0 -0.7 0.0 -0.38
H -0.4589 2.1011 5.0341 0.1 -0.4 0.0 0.38
H 0.8066 0.9242 4.5637 -0.3 -0.1 0.2 0.32
O -0.3898 -2.4316 -1.1060 -1.5 -4.4 -4.2 -0.23
H 3.0924 0.7651 0.8600 -0.1 0.7 0.1 0.20
H 2.9221 -1.5371 -4.3216 -0.2 -0.2 0.2 0.38
C -4.0961 0.7627 -0.3206 0.2 0.2 -0.3 -1.29
H 3.5667 -2.6717 -0.9212 -0.1 0.2 0.0 0.47
H 2.6145 2.6903 3.8170 0.0 0.1 -0.4 0.33
H -1.0081 -5.1377 -2.5774 0.0 0.4 0.1 0.43
H -3.1180 -2.1751 1.6956 0.0 0.1 0.0 0.46
H 2.9922 3.8266 2.4910 -0.1 0.0 0.1 0.40
C 2.4654 -2.0890 -3.4877 -0.2 -0.3 -0.5 -1.10
H 3.8151 0.3609 -3.2520 -0.1 0.2 0.1 0.43
H 3.7798 2.3993 1.1520 -0.1 -0.2 -0.3 0.36
P 2.2007 -0.9761 -2.0551 1.2 0.1 0.1 0.77
Cl -0.3146 3.0610 -1.5343 0.1 -0.4 0.3 -0.58
C 0.7696 1.4340 2.0525 0.6 1.2 0.2 -0.18
H -0.8657 3.7030 2.1807 -0.4 -0.3 0.1 0.33
H 3.1215 -2.9318 -3.2367 -0.1 0.3 0.0 0.41
N 1.8822 2.1709 1.8947 -1.5 -1.2 0.0 0.24
N -0.1366 1.9169 3.0055 0.4 0.0 -0.1 0.31
C -0.1898 1.3109 4.3235 0.0 -0.4 -0.4 -0.95
C 3.4901 -1.5790 -0.8755 -0.1 0.0 0.4 -1.34
H -0.5188 -3.9577 -3.8430 -0.1 0.1 0.2 0.32
H -5.1442 0.4403 -0.3044 0.2 0.1 0.1 0.41
H -3.5844 -2.5209 -1.8071 -0.2 0.2 0.2 0.06
H 2.2399 1.2170 -3.1855 0.3 -0.2 0.0 0.51
H -2.1916 -3.9147 -3.1751 0.3 0.2 0.2 0.34
H -2.0650 -0.7830 2.0096 -0.3 -0.1 -0.1 0.11
H 1.5177 -2.5081 -3.8630 0.3 0.2 0.0 0.18
H 4.4864 -1.1559 -1.0854 -0.4 -0.1 -0.1 0.41
C 2.8775 1.8545 0.8652 0.4 -0.3 0.1 -0.60
H -3.8405 -0.5894 2.0735 0.1 -0.2 -0.3 0.40
C -4.0570 -2.0306 -0.9411 -0.1 -0.4 -0.5 -1.04
P -2.9897 -0.7093 -0.2481 -0.9 0.2 0.8 0.66
S 0.5535 -0.0701 1.2191 -0.1 0.4 0.2 -0.48
C 2.9589 0.6071 -2.6133 -0.2 0.1 -0.1 -1.47
H -1.9326 2.2705 1.9077 0.2 0.3 0.3 -0.06
H 2.5649 2.1612 -0.1582 -0.1 0.0 0.9 0.10
H -3.9089 1.3303 -1.2435 -0.2 -0.1 0.2 0.41
C 2.2240 3.1784 2.9084 -0.2 0.6 0.4 -0.88
H -1.8109 3.0096 3.5561 0.2 -0.1 -0.5 0.40
H 3.2143 -1.3091 0.1552 0.1 -0.1 -0.3 0.25
La -0.4498 0.4381 -1.5013 0.1 1.4 0.2 1.58
H -0.9346 0.5011 4.3280 0.2 0.1 0.4 0.28
C -3.0164 -1.0961 1.5549 0.4 0.1 0.2 -1.09
C -0.6943 -3.1950 -1.9373 1.1 4.0 4.1 0.93
H 3.2937 1.1966 -1.7496 0.0 -0.3 -0.3 0.25
H -3.8914 1.4161 0.5357 -0.1 -0.1 -0.2 0.33
```
Forces are in eV/Å.

=====

This record from OMol25 describes C47H35F9N3O3PReS2Sb as an isolated structure. The level of theory is ωB97M-V/def2-TZVPD.

The total energy is -4556.15383 Eh. Its total charge is +3. For the HOMO energy (alpha / beta), the calculation gives -16.328 / -16.329 eV. The spin multiplicity is 2. The gap between HOMO and LUMO (alpha / beta) is 4.788 / 5.369 eV.

Structure (XYZ):
```
102
Properties=species:S:1:pos:R:3:forces:R:3:lowdin_spin:R:1
C -1.3401 -2.4770 -5.2640 0.0 -0.1 0.0 0.00
C -2.8558 1.6935 4.6626 0.0 0.0 0.1 0.00
H 5.1287 1.5772 -1.4367 0.1 0.0 0.0 0.00
C 3.4784 2.8058 -2.0396 -0.2 0.0 0.0 0.00
C -2.8441 2.6253 2.0441 0.2 0.0 -0.1 0.00
C 4.3028 4.0756 -1.9653 -0.1 0.4 0.3 0.00
N -3.0687 0.4490 -4.2930 0.0 0.1 0.0 0.00
O -0.6392 -1.3392 1.7595 0.3 0.4 -0.4 0.00
N -4.0361 -0.7767 -2.6045 -0.2 -0.1 0.0 -0.01
C -5.0564 -2.1339 3.5125 -0.3 0.1 -0.1 0.00
F 4.7482 4.2372 -0.7014 0.1 -0.2 0.0 0.00
H -1.3826 4.3525 0.1849 0.0 0.0 0.0 0.00
H 4.1188 -1.3449 2.4928 0.1 -0.1 -0.1 0.00
C 1.9477 0.4944 -1.8715 -0.6 0.1 0.2 0.01
S -4.1294 -0.7281 1.1950 -0.8 0.1 -1.0 0.01
H 1.3313 -0.5399 -4.5383 0.1 0.1 0.0 0.00
F -2.8248 -4.0107 -6.2970 0.1 -0.2 0.1 0.00
H -5.4507 -3.0921 5.3853 -0.1 -0.1 0.1 0.00
C 0.0736 -1.5180 -3.0995 -0.3 0.0 0.3 0.01
H 0.0736 -1.4316 -6.4805 0.0 0.1 -0.1 0.00
P 0.8437 -0.9296 -1.5483 2.2 -1.2 -1.2 0.02
F 5.6667 -5.2085 -0.0803 0.1 0.1 -0.1 0.00
C 1.7429 -3.0259 0.0680 0.0 0.2 -0.1 0.00
H -2.4000 1.1455 -4.5894 0.0 0.0 0.1 0.00
F -3.2913 -1.9107 -6.3617 -0.1 0.1 0.0 0.00
C 3.6761 -0.0032 4.0986 0.0 0.1 0.0 0.00
C 1.8371 1.5059 3.7531 -0.2 0.0 -0.2 0.00
H -2.8550 1.3364 5.6797 0.0 0.0 0.2 0.00
H 2.9612 -2.2330 -3.0049 0.0 0.0 -0.1 0.00
C -1.8663 -1.1708 2.0183 0.0 -0.8 2.0 0.02
H 4.4771 -0.3646 4.7242 0.1 -0.1 0.1 0.00
C 0.0547 5.9317 0.2498 -0.1 -0.2 -0.1 0.00
C -3.3449 -2.8880 5.0506 0.0 -0.1 0.0 0.00
H -0.8207 1.1039 4.3223 0.0 0.0 0.1 0.00
C -4.6835 -2.7415 4.7128 0.1 0.1 -0.2 0.01
H -6.0913 -2.0246 3.2326 -0.2 0.0 0.0 0.00
C -4.0523 -1.6704 2.7029 0.5 0.3 -0.3 0.01
C 2.4464 -0.0911 2.0351 -0.2 0.0 0.0 0.00
H 4.3893 -4.1901 -2.5016 0.1 0.0 -0.1 0.00
C -0.2298 -1.6717 -5.4727 -0.1 -0.2 0.0 0.00
H -2.5428 -3.5503 -3.8491 -0.1 0.0 0.0 0.00
H 1.6813 7.3097 0.4108 0.0 0.0 0.0 0.00
H 3.3379 5.5662 0.9940 0.0 0.1 0.0 0.00
H -4.7588 -1.1146 -3.2277 0.0 0.0 -0.1 0.00
O -4.1405 -1.5276 -0.0203 -0.5 -0.5 0.6 0.00
C 1.9033 -2.3426 -1.1327 -0.2 0.1 0.2 0.00
C 3.3129 0.4520 -1.5931 0.1 -0.2 0.0 0.00
C -1.7109 2.0387 2.5957 0.7 -0.2 -0.3 0.00
H -3.7241 0.1185 -4.9957 0.1 -0.1 0.1 0.00
H -1.2825 -2.6919 -1.8930 0.0 -0.1 0.0 0.00
C 1.9198 3.9758 0.9236 0.2 0.0 0.1 0.00
H -2.8557 2.9576 1.0103 -0.1 0.0 0.1 0.00
H -4.8719 2.4031 4.7318 -0.1 0.0 0.1 0.00
C 3.4735 -0.5545 2.8423 0.0 0.0 -0.1 0.00
F -1.6997 -2.7036 -7.5961 0.2 0.0 -0.1 0.00
F 5.3592 4.0585 -2.7620 0.1 -0.2 -0.2 0.00
C -2.2655 -2.8163 -6.4103 -0.2 0.2 0.1 0.00
C 0.5907 3.6537 0.7119 -0.2 -1.1 0.1 0.00
C -2.6998 -1.8184 3.0254 0.0 -0.3 0.3 0.00
C 4.0759 1.6056 -1.6755 -0.2 0.1 -0.1 0.00
H 2.6502 3.2263 1.1935 0.1 -0.1 0.0 0.00
C -3.1424 0.0733 -3.0328 -0.3 -0.5 -0.1 -0.01
H -0.6727 6.6842 -0.0157 0.0 0.1 0.0 0.00
C -3.9859 2.7487 2.8169 0.1 0.1 0.0 0.00
C 2.5518 -4.1131 0.3495 0.1 -0.1 -0.1 0.00
C 2.3053 5.3044 0.8131 0.2 -0.1 0.1 0.00
C 3.4947 -4.5211 -0.5810 0.0 0.0 0.1 0.00
O -4.9567 0.4219 1.2304 -0.1 -0.2 0.3 0.00
C -2.3320 -2.4543 4.2050 0.0 0.1 -0.4 0.01
H 2.4584 -4.6416 1.2847 0.0 -0.1 0.1 0.00
C -1.7049 1.5674 3.9026 0.2 -0.1 -0.2 0.00
H -4.1236 -1.0661 -1.6180 0.2 0.3 -0.2 0.00
H -4.8681 3.2009 2.3935 -0.1 0.1 0.0 0.00
H 3.0405 1.4755 5.5151 0.0 0.0 0.1 0.00
C -3.9876 2.2862 4.1251 0.0 0.0 0.0 0.00
C 2.8692 1.0317 4.5471 0.0 0.0 0.0 0.00
H 1.6669 3.7774 -2.6732 0.0 0.1 0.1 0.00
S -2.0165 0.8805 -1.9307 1.0 -0.3 1.9 -0.07
C 0.4806 -1.1860 -4.3842 0.0 0.1 0.2 0.00
C 1.6242 0.9256 2.5065 -0.6 0.2 -0.5 -0.01
H 1.0025 -2.7017 0.7858 0.0 0.0 0.1 0.00
H -3.0852 -3.3487 5.9896 0.0 -0.1 0.1 0.00
C -0.3469 4.6072 0.3644 -0.3 0.2 -0.2 0.00
H 2.2873 -0.5243 1.0525 0.1 0.0 0.1 0.00
C 1.3763 6.2748 0.4828 0.0 0.2 0.0 0.00
H 0.2998 1.7502 -2.4614 0.1 0.1 -0.1 0.00
F 4.4682 -6.5505 -1.2745 -0.1 0.0 -0.2 0.00
C 2.1262 2.8513 -2.3605 0.2 0.0 -0.1 0.00
C -1.7118 -2.8737 -3.9831 0.1 0.0 -0.2 0.00
C -1.0012 -2.3920 -2.9034 0.1 0.2 0.1 0.01
C 4.4254 -5.6754 -0.2728 0.2 -0.1 0.1 0.00
C 3.6470 -3.8555 -1.7928 -0.1 0.0 0.1 0.00
C 2.8471 -2.7646 -2.0714 0.0 0.0 0.0 0.00
N -2.5096 -0.3224 1.2290 0.1 -0.4 -0.1 0.03
H 1.2113 2.3178 4.1021 0.0 0.0 0.1 0.00
F 3.5804 5.1629 -2.2463 -0.2 0.0 -0.2 0.00
C 1.3621 1.7023 -2.2588 0.0 0.0 0.0 0.00
F 4.0729 -6.3302 0.8325 -0.2 0.0 0.1 0.00
H -1.2920 -2.5866 4.4604 0.1 0.0 0.1 0.00
Re -1.0203 -0.3869 -0.1439 -1.8 2.4 -2.2 1.00
H 3.7898 -0.4766 -1.3206 0.0 -0.1 0.1 0.00
Sb -0.0178 1.6628 1.3183 0.6 1.0 0.8 -0.02
```
Forces are in eV/Å.

=====

This record from OMol25 describes C34H44BrF6N2O4OsSSi2 as an isolated structure. The level of theory is ωB97M-V/def2-TZVPD.

The total energy is -5973.36805 Eh. Its total charge is +1. For the HOMO energy (alpha / beta), the calculation gives -10.792 / -10.834 eV. The spin multiplicity is 5. The gap between HOMO and LUMO (alpha / beta) is 8.453 / 6.908 eV.

Structure (XYZ):
```
95
Properties=species:S:1:pos:R:3:forces:R:3:lowdin_spin:R:1
H 0.0106 0.0820 -4.9739 0.0 0.0 0.0 0.00
C 2.4186 0.1358 1.5338 0.0 0.0 -0.1 0.01
H -5.1378 0.6974 0.8512 0.0 0.0 0.0 0.00
H 2.7001 -2.1286 -1.9466 0.0 0.0 0.0 0.00
H -0.3411 2.8454 -5.3321 0.0 0.0 0.0 0.00
H -1.0373 5.1853 -5.6296 0.0 0.0 0.0 0.00
H -0.9971 5.7811 -1.4004 0.0 0.0 0.0 0.00
C 1.7189 -0.0652 3.8336 0.0 0.0 0.0 0.00
Br 3.4228 -0.7943 5.9793 0.0 0.0 0.0 0.00
H -1.7909 0.7231 2.4285 0.0 0.0 0.0 0.00
Si -0.1522 3.0268 -0.3867 -0.1 0.0 0.0 0.06
C 5.7527 -0.4570 -2.5602 0.0 0.0 0.0 0.00
C -0.4854 0.0069 -4.0018 0.0 0.0 0.0 0.01
H -0.7240 1.3943 3.6968 0.0 0.0 0.0 0.00
H 1.0667 -3.6520 -3.0959 0.0 0.0 0.0 0.00
H -3.6163 1.5911 1.0298 0.0 0.0 0.0 0.00
C -3.3908 -0.2815 0.0060 -0.1 -0.1 0.0 0.03
C -0.8402 5.1271 -2.2517 0.0 0.0 0.0 0.00
C -1.5085 3.5522 0.8037 0.0 0.0 0.0 0.02
H 2.8789 0.3192 -0.3223 0.0 -0.1 0.0 0.00
H 7.2056 -0.8492 -4.0701 0.0 0.0 0.0 0.00
Os -0.3493 0.5324 -0.5169 0.0 -0.1 0.0 3.22
C 7.9614 -1.3718 -2.1291 0.0 0.0 0.0 0.00
H 0.6442 -3.8863 0.6914 0.0 0.0 0.0 0.00
F -3.4336 -2.5471 -0.7825 0.0 0.0 0.0 0.00
H 0.1189 -6.3460 -0.2880 0.0 0.0 0.0 0.00
H -1.4086 -5.1280 1.3349 0.0 0.0 0.0 0.00
O 2.0677 0.4661 0.2762 -0.1 0.0 0.0 0.08
H 2.4932 0.0442 -2.7887 0.0 0.0 0.0 0.00
C -0.3450 -3.6164 0.3251 0.0 0.0 0.0 0.00
C 1.5023 3.5355 0.3235 0.0 0.0 0.0 0.01
C -0.4718 3.4786 -4.4609 0.0 0.0 0.0 0.00
H -1.5721 -6.8162 -0.4259 0.0 0.0 0.0 0.00
H 4.1200 -3.1286 -0.1164 0.0 0.0 0.0 0.00
O 0.1774 0.5214 2.0405 0.0 0.1 0.0 0.04
F -4.9985 0.3772 -1.6555 0.0 0.0 0.0 0.00
C 6.4968 -1.0062 -0.3204 0.0 0.0 0.0 0.00
C 3.7048 -0.2716 1.8788 0.0 0.0 0.0 0.00
C -0.8842 0.5703 2.9998 0.0 0.0 0.0 0.00
H 8.9137 -1.6969 -2.5257 0.0 0.0 0.0 0.00
H -0.8777 -5.7475 -1.6254 0.0 0.0 0.0 0.00
C 7.7396 -1.4395 -0.7682 0.0 0.0 0.0 0.00
H 3.3258 -3.7175 -2.3327 0.0 0.0 0.0 0.00
H 6.3709 -1.2149 1.8046 0.0 0.0 0.0 0.00
C 1.2455 -3.7117 -2.0216 0.0 0.1 0.1 0.00
N 4.3910 -0.1729 -0.4538 0.0 0.0 0.0 0.00
H 2.5058 -2.6820 0.4309 0.0 0.0 0.0 0.00
C 4.0018 -0.5515 3.2163 0.0 0.0 0.0 0.00
H 8.4965 -1.8098 -0.0897 0.0 0.0 0.0 0.00
H 5.0008 -0.0727 -3.2366 0.0 0.0 0.0 0.00
C -0.4466 3.8026 -2.0623 0.0 -0.1 -0.1 0.00
F -3.1663 1.5198 -1.5062 0.0 0.0 0.0 0.02
C 5.5138 -0.5218 -1.1883 0.0 0.0 0.0 0.00
H 2.9089 -4.3842 0.1204 0.0 0.0 0.0 0.00
H -1.3603 6.6469 -3.6718 0.0 0.0 0.0 0.00
C 2.1679 1.0725 -2.9666 0.0 -0.1 0.0 0.03
C 4.6779 -0.4361 0.8019 0.0 -0.1 0.0 0.00
H -0.7513 -2.8140 0.9460 0.0 0.0 0.0 0.00
H -1.4822 2.9967 1.7421 0.0 0.0 0.0 0.00
C -1.3067 -4.8033 0.2973 0.0 0.0 0.0 0.00
C -3.9486 -1.7158 0.1393 0.0 0.0 -0.1 0.00
H 2.3333 3.2398 -0.3169 0.0 0.0 0.0 0.00
H -2.4937 3.4370 0.3501 0.0 0.0 0.0 0.00
C 3.0589 -3.3576 -0.2237 0.0 0.0 0.0 0.00
S -0.1383 -2.7911 -1.2700 -0.1 -0.1 0.0 0.02
F -5.2789 -1.7609 0.0306 0.0 0.0 0.0 0.00
H 0.9684 0.0058 4.6057 0.0 0.0 0.0 0.00
H -1.5436 0.2199 -4.1451 0.0 0.0 0.0 0.00
H -3.9389 0.1636 2.0346 0.0 0.0 0.0 0.00
C -4.0716 0.6031 1.0476 0.0 0.0 0.0 0.00
O -2.0223 -0.3863 0.1887 0.0 0.1 0.1 0.23
C -3.6953 0.2790 -1.4015 0.1 0.0 0.0 0.01
H 1.6646 3.1050 1.3142 0.0 0.0 0.0 0.00
C -1.0479 5.6200 -3.5316 0.0 0.0 0.1 0.00
C -0.2586 2.9708 -3.1799 0.0 0.1 0.2 0.00
H -0.9501 -0.3742 3.5406 0.0 0.0 0.0 0.00
O 0.5116 -1.4406 -0.9041 0.1 0.1 -0.1 0.11
F -3.1365 -0.4585 -2.3704 0.0 0.0 0.0 0.00
H 4.9949 -0.8585 3.5139 0.0 0.0 0.0 0.00
C 3.0199 -0.4344 4.1710 0.0 0.0 0.0 0.00
N 5.9324 -0.9392 0.9438 0.0 0.0 0.0 0.00
C 2.6340 -3.1835 -1.6777 0.0 0.0 0.1 0.00
C -0.8654 4.7972 -4.6339 0.0 0.0 -0.1 0.00
F -3.6192 -2.2152 1.3429 0.0 0.0 0.0 0.00
C -0.8772 -5.9886 -0.5603 0.0 0.0 0.0 0.00
Si 0.3061 1.2290 -2.8235 0.0 0.0 0.0 0.06
H 2.4634 1.3527 -3.9819 0.0 0.0 0.0 0.00
C 1.4230 0.2009 2.5122 0.0 0.0 0.0 0.00
H 2.6953 1.7251 -2.2700 0.0 0.0 0.0 0.00
H -2.2927 -4.4595 -0.0131 0.0 0.0 0.0 0.00
C 6.9827 -0.8878 -3.0124 0.0 0.0 0.0 0.00
H 1.5215 4.6247 0.4194 0.0 0.0 0.0 0.00
H -1.3768 4.6107 1.0469 0.0 0.0 0.0 0.00
H -0.3898 -1.0276 -3.6658 0.0 0.0 0.0 0.00
H 1.1202 -4.7495 -1.7151 0.0 0.0 0.0 0.00
```
Forces are in eV/Å.